Computed, not measured: a structure of composition C37H30MgN2P2, with ωB97M-V/def2-TZVPD.

Geometry as XYZ:
```
72
Properties=species:S:1:pos:R:3:nbo_charge:R:1
Mg 0.55477 0.27115 0.72041 1.63
C 1.92483 -2.25060 -0.29679 -0.71
P 0.06418 -2.25829 -0.15597 0.73
C -0.37776 -2.89817 -1.80754 -0.36
C -1.24319 -2.14296 -2.59363 -0.12
C -1.55834 -2.54794 -3.88297 -0.23
C -1.01249 -3.71395 -4.39554 -0.19
C -0.14738 -4.47288 -3.61749 -0.21
C 0.17277 -4.06530 -2.33339 -0.20
C -0.30011 -3.60138 1.03277 -0.26
C -0.01371 -3.32153 2.37221 -0.24
C -0.33632 -4.22631 3.36935 -0.19
C -0.96250 -5.42257 3.04555 -0.20
C -1.25084 -5.70853 1.72011 -0.21
C -0.92903 -4.80300 0.71851 -0.23
C 2.24576 -1.06213 -1.14996 0.08
C 2.65494 -0.95692 -2.46283 -0.31
C 2.62332 0.42533 -2.78166 -0.31
C 2.19248 1.08329 -1.64735 0.08
C 1.92950 2.53769 -1.40118 -0.70
P 0.43898 2.71298 -0.31754 0.72
C 0.25748 4.52512 -0.23166 -0.24
C 1.24650 5.21647 0.47186 -0.23
C 1.16304 6.58825 0.63767 -0.20
C 0.07847 7.28357 0.11944 -0.21
C -0.91629 6.60044 -0.56200 -0.19
C -0.83358 5.22565 -0.73447 -0.24
C -0.92027 2.15626 -1.41019 -0.25
C -1.95099 1.43925 -0.79869 -0.26
C -3.01966 0.94950 -1.53690 -0.21
C -3.06312 1.17293 -2.90402 -0.20
C -2.04413 1.88560 -3.52442 -0.20
C -0.98098 2.37756 -2.78420 -0.21
N 1.96848 0.18041 -0.64443 -0.80
H 2.29300 -3.17936 -0.72683 0.24
H 2.33731 -2.13355 0.71018 0.24
H -1.66087 -1.22303 -2.20083 0.21
H -2.22609 -1.94863 -4.48884 0.21
H -1.25116 -4.02963 -5.40293 0.22
H 0.28382 -5.38254 -4.01566 0.22
H 0.85890 -4.65920 -1.74134 0.22
H 0.46330 -2.38313 2.63529 0.23
H -0.11194 -3.98838 4.40143 0.22
H -1.23190 -6.12221 3.82591 0.22
H -1.73711 -6.63990 1.45837 0.21
H -1.17748 -5.03758 -0.30772 0.22
H 2.93056 -1.76408 -3.12500 0.21
H 2.88948 0.86873 -3.72962 0.21
H 1.78766 3.07910 -2.33711 0.23
H 2.75632 3.01503 -0.86532 0.24
H 2.08190 4.67041 0.89616 0.22
H 1.93786 7.11111 1.18320 0.22
H 0.00839 8.35516 0.25302 0.22
H -1.76906 7.13621 -0.95929 0.22
H -1.61920 4.70142 -1.26377 0.22
H -1.93708 1.29679 0.28090 0.21
H -3.81240 0.39957 -1.04611 0.22
H -3.89280 0.79458 -3.48721 0.22
H -2.07995 2.05594 -4.59288 0.22
H -0.19347 2.92960 -3.28194 0.22
N 0.38873 -0.01967 8.20172 -0.33
C 0.45017 0.09424 7.05860 0.29
C 0.51343 0.21075 5.63509 -0.21
C 1.69939 -0.06248 4.95358 -0.19
C 1.72565 -0.00214 3.56957 -0.19
C 0.59845 0.33051 2.80380 -0.61
C -0.56681 0.62593 3.52925 -0.26
C -0.62427 0.56971 4.91252 -0.16
H 2.58646 -0.32664 5.51624 0.22
H 2.66396 -0.22472 3.06847 0.19
H -1.47536 0.91171 3.00354 0.19
H -1.54258 0.79145 5.44252 0.22
```

Summary:
Kohn-Sham gap: 7.6 eV
Max |F|: 0.7 eV/A
Electronic energy: -65859.519 eV

***

Computed, not measured: a structure of composition C37H31BF4GeN6O5SSc at a distorted geometry, with ωB97M-V/def2-TZVPD.

Geometry as XYZ:
```
87
Properties=species:S:1:pos:R:3:mulliken_spin:R:1
Sc 0.25830 -0.04340 -0.51130 0.01
O 3.54240 -2.49216 -1.09493 0.00
C 2.40780 -2.10554 -0.93149 0.00
N 1.90165 -1.32344 0.07098 0.00
C 2.69976 -0.91051 1.09163 0.00
O 3.90494 -0.98142 1.21281 0.00
C 1.85171 -0.28740 2.18683 0.00
C 2.41145 -0.01728 3.42887 0.00
C 1.60372 0.49928 4.42665 0.00
C 0.26496 0.72891 4.14241 0.00
C -0.20358 0.44773 2.87013 0.00
N 0.56734 -0.03917 1.90378 0.00
C 1.28880 -2.56911 -1.85144 0.00
C 1.57631 -3.45379 -2.88315 0.00
C 0.53221 -3.98568 -3.61954 0.00
C -0.76389 -3.63785 -3.27436 0.00
C -0.96262 -2.73221 -2.24409 0.00
N 0.03687 -2.17822 -1.55866 0.00
H 3.45834 -0.22964 3.57793 0.00
H 2.00023 0.70520 5.40947 0.00
H -0.41064 1.11566 4.88808 0.00
H -1.24429 0.60027 2.60276 -0.01
H 2.60675 -3.70787 -3.07593 0.00
H 0.72534 -4.66883 -4.43243 0.00
H -1.61172 -4.05165 -3.79724 0.00
H -1.96798 -2.44685 -1.95337 0.00
F 1.29264 1.85775 -3.85176 0.00
B 0.76260 1.08109 -2.91829 0.00
F -0.13384 1.76573 -2.02511 0.00
F 0.09486 -0.04470 -3.34819 0.00
F 1.74523 0.56249 -1.97733 0.00
O 7.64217 1.31637 0.50698 0.00
C 7.04413 2.53384 0.15902 0.00
N 5.61908 2.38900 0.31132 0.00
C 4.90139 3.27926 1.03531 0.00
O 5.39973 4.26136 1.55186 0.00
C 3.41701 3.09130 1.07442 0.01
C 2.69138 4.04642 1.80571 0.01
C 1.32421 4.05368 1.73920 0.06
C 0.68500 3.09053 0.94155 -0.07
N 1.35867 2.09827 0.33254 0.01
C 2.69698 2.13208 0.38058 0.00
H 8.56560 1.31891 0.24006 0.00
H 7.26194 2.79915 -0.89072 0.00
H 7.37296 3.35527 0.81392 0.00
H 5.27184 1.46413 0.10161 0.00
H 3.24067 4.77837 2.38092 0.00
H 0.72800 4.80023 2.23849 0.00
H -1.03341 2.52718 0.02542 -0.03
H 3.19565 1.35692 -0.18818 0.00
O -2.38798 4.86568 0.06554 0.31
S -1.71816 4.38327 1.26095 0.60
N -0.66201 3.12856 0.76039 0.05
C -4.52915 -1.23379 -4.21831 0.00
C -3.54083 -0.26439 -4.21149 0.00
C -2.96496 0.12877 -3.01706 0.00
C -3.35461 -0.43447 -1.80449 0.00
C -4.34547 -1.41085 -1.82876 0.00
C -4.92752 -1.80524 -3.02236 0.00
Ge -2.39571 0.12520 -0.12805 0.00
C -3.50896 1.75456 0.30376 -0.02
C -4.29613 2.37149 -0.66083 0.01
C -5.12047 3.43910 -0.34925 0.03
C -5.18186 3.91883 0.94963 -0.01
C -4.40215 3.33058 1.92755 -0.02
C -3.56151 2.27165 1.59948 0.04
C -3.27099 -1.13193 1.17563 0.00
C -4.53252 -0.89821 1.71274 0.00
C -5.14013 -1.82400 2.54118 0.00
C -4.49136 -3.00561 2.85569 0.00
C -3.23119 -3.25103 2.33811 0.00
C -2.63092 -2.32126 1.50677 0.00
H -4.98626 -1.53995 -5.14889 0.00
H -3.21435 0.17996 -5.13982 0.00
H -2.19529 0.88959 -3.03225 0.00
H -4.66072 -1.87624 -0.90202 0.00
H -5.69040 -2.57014 -3.01956 0.00
H -4.27687 1.99226 -1.67279 0.01
H -5.74431 3.87586 -1.11552 0.00
H -5.83329 4.74421 1.19692 0.00
H -4.44393 3.69027 2.94782 0.00
H -2.96936 1.81307 2.38438 0.00
H -5.04563 0.02161 1.46799 0.00
H -6.12424 -1.62753 2.94009 0.00
H -4.96049 -3.73070 3.50415 0.00
H -2.71632 -4.16850 2.58459 0.00
H -1.64127 -2.51649 1.09522 0.00
```

Summary:
Kohn-Sham gap (alpha / beta): 7.2 / 7.3 eV
Max |F|: 2.1 eV/A
Electronic energy: -157658.288 eV
Spin multiplicity: 2

***

Computed, not measured: a structure of composition C37H31BrCdN7O4S2, with ωB97M-V/def2-TZVPD.

Geometry as XYZ:
```
83
Properties=species:S:1:pos:R:3:lowdin_charge:R:1
Cd -0.77370 1.54887 0.34079 1.43
O -2.14199 5.55466 -0.72436 -0.01
C -1.75009 4.38011 -0.71868 -0.51
N -1.17148 3.69116 0.25768 -0.02
C -1.05530 4.22720 1.54887 -0.24
C -0.67278 5.53964 1.81390 -0.04
C -0.60909 6.00597 3.11863 -0.12
C -0.93001 5.16529 4.17428 -0.12
C -1.28418 3.84673 3.93260 -0.05
C -1.35423 3.35610 2.62893 -0.26
N -1.61914 2.02720 2.29970 -0.02
C -2.40420 1.22469 2.99855 -0.51
O -3.10768 1.47509 3.98514 0.00
C -2.39201 -0.20781 2.47651 -0.19
C -3.16223 -1.15855 3.13724 -0.01
C -3.08148 -2.48330 2.75079 -0.06
C -2.21949 -2.82639 1.72070 -0.09
C -1.52099 -1.81324 1.08721 -0.21
N -1.60247 -0.53359 1.44571 0.05
C -1.96222 3.56313 -1.98194 -0.19
C -2.28909 4.23438 -3.15980 -0.01
C -2.48551 3.50605 -4.31661 -0.08
C -2.29507 2.12934 -4.27718 -0.08
C -1.98520 1.54858 -3.05946 -0.15
N -1.86187 2.23643 -1.93188 0.06
H -0.43852 6.19054 0.98467 0.10
H -0.31920 7.03387 3.30422 0.09
H -0.89221 5.53708 5.19167 0.09
H -1.52400 3.18320 4.75108 0.10
H -3.79773 -0.82428 3.94441 0.11
H -3.67309 -3.24040 3.25061 0.10
H -2.10161 -3.85235 1.39976 0.10
H -0.85689 -2.03968 0.25998 0.08
H -2.38931 5.30932 -3.11702 0.11
H -2.77539 3.99868 -5.23688 0.10
H -2.38993 1.53147 -5.17549 0.09
H -1.82053 0.48292 -2.97035 0.07
O 1.96989 -2.80629 -2.65010 0.01
C 2.23708 -1.61508 -3.28070 -0.30
C 2.94621 -1.67209 -4.47501 -0.04
C 3.23946 -0.50491 -5.16193 -0.10
C 2.82610 0.72220 -4.66153 -0.09
C 2.11421 0.76883 -3.47282 -0.02
C 1.81460 -0.38941 -2.76968 -0.10
C 0.93532 -0.27521 -1.51602 -0.49
O 0.53113 0.95320 -1.26413 -0.30
N 1.73669 -0.88824 -0.36857 0.00
N 1.70006 -0.29415 0.80184 -0.01
C 2.48393 -0.67332 1.74115 -0.25
C 2.48945 -0.03952 3.04461 -0.63
Br 2.09617 1.84332 3.02624 0.75
C 2.82167 -0.59108 4.21897 -0.13
C 3.04381 -2.00948 4.50381 -0.21
C 3.75514 -2.35444 5.65940 -0.05
C 3.99557 -3.67664 5.98801 -0.10
C 3.52096 -4.69674 5.17590 -0.11
C 2.78148 -4.37486 4.04743 -0.09
C 2.53388 -3.05199 3.71934 -0.04
H 1.36993 -2.65114 -1.90820 0.06
H 3.26143 -2.63902 -4.84872 0.11
H 3.79149 -0.55821 -6.09232 0.10
H 3.04895 1.63541 -5.19835 0.10
H 1.76375 1.69829 -3.04277 0.12
H 0.09228 -0.99968 -1.66899 0.11
H 2.54249 -1.47083 -0.57679 0.13
H 3.21225 -1.47462 1.58405 0.12
H 2.92705 0.07178 5.06932 0.09
H 4.13563 -1.56673 6.29894 0.11
H 4.55497 -3.92003 6.88284 0.10
H 3.71695 -5.73145 5.42644 0.09
H 2.38305 -5.16477 3.42253 0.10
H 1.91192 -2.82455 2.86564 0.10
S -3.43376 -1.79650 -1.55757 0.65
C -2.58089 -2.29016 -2.85969 -1.19
N -2.69773 -1.80852 -4.11203 -0.08
C -2.07032 -2.54239 -5.19167 -0.23
C -0.87247 -3.25229 -4.57186 -0.40
S -1.34669 -3.54981 -2.83393 0.91
H -3.41214 -1.12219 -4.29799 0.13
H -1.75395 -1.85349 -5.97546 0.12
H -2.76950 -3.26818 -5.62324 0.12
H 0.02392 -2.63500 -4.58653 0.06
H -0.66153 -4.20808 -5.04380 0.08
```

Summary:
Charge: -1
Kohn-Sham gap: 6.1 eV
Max |F|: 1.0 eV/A
Electronic energy: -153773.038 eV

***

- Look up the max |F| of the third one.
  1.0 eV/A